{
  "formula": "C27H68BNO27",
  "method": "ωB97M-V/def2-TZVPD",
  "elements": ["C", "N", "C", "C", "C", "C", "O", "H", "H", "H", "H", "H", "H", "H", "H", "H", "H", "H", "H", "H", "H", "O", "C", "O", "B", "O", "C", "O", "O", "C", "O", "C", "O", "O", "C", "C", "O", "O", "H", "H", "H", "H", "H", "H", "C", "C", "O", "O", "H", "H", "H", "H", "H", "H", "C", "C", "O", "O", "H", "H", "H", "H", "H", "H", "C", "C", "O", "O", "H", "H", "H", "H", "H", "H", "C", "C", "O", "O", "H", "H", "H", "H", "H", "H", "C", "C", "O", "O", "H", "H", "H", "H", "H", "H", "C", "C", "O", "O", "H", "H", "H", "H", "H", "H", "C", "C", "O", "O", "H", "H", "H", "H", "H", "H", "C", "C", "O", "O", "H", "H", "H", "H", "H", "H"],
  "positions_angstrom": [[-1.671, -0.613, 0.437], [-0.264, -0.167, 0.989], [-0.427, 0.202, 2.417], [0.697, -1.294, 0.825], [0.192, 1.004, 0.136], [1.591, 1.643, 0.564], [1.679, 2.730, -0.241], [-2.219, 0.315, 0.322], [-2.394, -1.018, 1.150], [-1.535, -1.223, -0.486], [0.395, 0.359, 3.126], [-1.031, -0.530, 2.971], [-0.894, 1.192, 2.470], [1.695, -1.060, 0.973], [0.932, -1.633, -0.255], [0.408, -2.085, 1.594], [-0.617, 1.661, 0.136], [0.012, 0.805, -1.064], [2.454, 1.010, 0.176], [1.857, 1.836, 1.549], [2.299, 3.290, 0.286], [-1.495, -4.962, -6.379], [-0.654, -4.298, -5.771], [-0.616, -3.052, -5.926], [0.416, -2.484, -4.999], [0.678, -3.749, -4.279], [0.275, -4.791, -4.876], [0.166, -5.856, -4.269], [-0.161, -1.343, -4.286], [0.700, -0.451, -4.394], [0.789, 0.475, -3.620], [1.644, -0.773, -5.326], [1.661, -2.033, -5.547], [2.479, -0.017, -5.625], [3.448, -2.834, 3.969], [4.977, -2.809, 3.448], [5.759, -2.703, 4.679], [2.420, -2.736, 3.037], [3.404, -2.021, 4.605], [3.438, -3.820, 4.650], [5.203, -2.063, 2.688], [5.255, -3.790, 3.106], [6.151, -3.601, 4.574], [2.544, -3.417, 2.450], [4.050, -3.652, 0.101], [4.105, -3.533, -1.444], [5.439, -3.372, -1.815], [2.650, -3.802, 0.510], [4.514, -2.716, 0.543], [4.593, -4.435, 0.406], [3.638, -2.508, -1.610], [3.584, -4.418, -1.862], [5.581, -3.657, -2.740], [2.198, -4.409, 0.068], [-6.205, 2.521, -0.055], [-4.778, 2.079, 0.370], [-4.529, 1.240, 1.313], [-6.245, 3.434, -1.175], [-6.687, 3.054, 0.929], [-6.845, 1.682, -0.499], [-4.443, 2.994, 0.768], [-4.220, 1.697, -0.543], [-4.688, 1.716, 2.172], [-7.161, 3.516, -1.163], [-5.980, -1.857, -2.505], [-4.628, -1.888, -1.765], [-3.714, -2.476, -2.588], [-6.953, -1.132, -1.782], [-6.311, -2.951, -3.005], [-5.649, -1.377, -3.591], [-4.759, -2.501, -0.817], [-4.293, -0.912, -1.525], [-3.650, -3.452, -2.395], [-7.223, -1.507, -0.997], [-2.184, -4.550, 2.148], [-3.071, -3.703, 2.976], [-2.127, -2.632, 3.242], [-2.818, -5.723, 1.833], [-1.460, -5.008, 2.838], [-1.610, -4.003, 1.362], [-3.343, -4.224, 3.925], [-4.081, -3.435, 2.691], [-1.490, -2.742, 3.995], [-2.188, -6.305, 1.617], [2.843, 4.996, 1.830], [3.685, 5.129, 0.544], [4.181, 3.798, 0.281], [2.364, 6.241, 2.099], [3.562, 4.723, 2.565], [1.898, 4.167, 1.923], [4.408, 5.699, 0.571], [3.158, 5.504, -0.272], [5.084, 3.764, -0.013], [1.542, 6.299, 1.550], [-2.941, 1.678, -3.939], [-3.318, 0.408, -4.788], [-3.710, 0.673, -6.194], [-2.374, 1.361, -2.694], [-3.892, 2.234, -3.999], [-2.254, 2.151, -4.596], [-4.258, -0.085, -4.280], [-2.643, -0.368, -4.627], [-4.636, 0.977, -6.358], [-1.695, 0.745, -2.528], [-1.068, 6.526, 0.901], [-0.989, 5.105, 0.312], [-2.083, 4.329, 0.395], [0.260, 7.022, 1.002], [-1.718, 6.622, 1.685], [-1.453, 7.231, 0.151], [-0.253, 4.692, 0.851], [-0.616, 5.105, -0.540], [-2.712, 4.480, -0.304], [0.131, 7.946, 1.510], [4.924, 1.197, 4.470], [4.973, 1.458, 3.007], [4.047, 0.620, 2.321], [5.783, 2.018, 5.185], [5.294, 0.165, 4.789], [3.981, 1.220, 4.807], [5.981, 1.429, 2.654], [4.627, 2.575, 2.781], [4.653, 0.175, 1.627], [6.573, 1.644, 5.404]],
  "forces_ev_per_a": [[0.2, 0.8, 0.0], [-0.2, -1.1, -1.3], [-0.8, 0.9, 1.7], [-0.8, -2.4, -0.6], [0.7, -0.9, -1.6], [-0.2, -3.7, -4.0], [0.3, 3.2, 0.3], [0.2, 0.5, -1.0], [1.1, -1.0, 0.5], [-0.1, 0.7, 0.8], [1.0, -0.5, -1.3], [-0.2, 0.1, -0.8], [-0.5, -0.3, -0.3], [1.7, 1.4, 1.6], [-1.9, 0.2, 1.4], [0.4, 0.7, -1.5], [-1.1, 1.9, 1.1], [1.7, -0.4, 2.8], [-1.1, -0.4, 0.8], [-0.5, 0.2, 2.3], [-0.4, -0.2, -1.5], [1.0, 0.0, 1.0], [-5.7, -2.9, -7.1], [1.0, 4.4, -0.1], [-1.7, -3.0, -0.8], [3.5, 3.2, 3.0], [-0.8, -3.9, 5.7], [1.3, 0.2, -1.7], [-2.9, -4.0, 0.5], [-1.9, 4.6, 4.9], [-0.2, 0.8, 0.1], [4.0, 0.2, -2.0], [-0.7, -2.1, -1.2], [2.8, 2.5, -1.9], [2.4, -2.9, 0.1], [-1.8, -0.3, 1.5], [0.2, -1.2, -1.5], [-0.2, 2.3, 2.4], [-0.3, 1.7, 1.4], [-0.4, 1.9, -1.4], [0.0, 0.3, 0.3], [-0.3, -0.4, -1.1], [0.3, 1.3, 1.3], [0.1, -2.6, -2.8], [-2.3, 3.0, -1.8], [-0.9, 1.8, 1.4], [1.0, -0.9, -0.9], [4.1, 5.0, 3.5], [-1.0, -1.0, -0.3], [2.0, -3.1, 1.3], [-0.4, -1.6, -0.5], [0.2, 0.7, -0.3], [-0.2, 0.3, 0.8], [-2.6, -4.3, -3.4], [-1.8, -1.2, 1.0], [-0.4, 3.6, -6.0], [-0.4, -3.9, 6.1], [2.9, -0.3, 1.4], [0.7, -1.4, -2.2], [0.7, 0.4, 1.6], [1.3, 1.9, -0.8], [-0.6, 1.0, 0.6], [0.2, -1.2, -1.0], [-2.5, 1.0, -0.9], [0.8, -1.0, -3.3], [-2.4, -2.1, 1.2], [2.0, -2.4, -0.6], [0.9, 1.6, -3.8], [0.6, 2.4, 2.1], [-1.5, -0.4, 2.9], [0.2, 0.8, -0.6], [0.1, 1.2, 0.3], [-0.1, 1.7, -0.5], [-0.6, -1.8, 2.5], [1.2, -1.2, 0.9], [1.5, -0.1, 2.5], [-0.3, 1.6, 0.8], [-5.1, 1.8, -0.8], [0.9, 1.5, 0.3], [-0.9, -0.3, 0.1], [0.6, 0.0, -0.5], [0.3, 1.0, -1.1], [-1.4, -0.6, -0.9], [3.3, -3.7, -1.4], [-0.7, -1.2, -0.5], [-6.1, -7.7, 0.2], [-0.6, -0.3, 0.1], [-1.1, 0.8, 0.3], [0.4, -0.5, 1.0], [2.7, 1.7, -0.8], [7.2, 6.0, 1.6], [-1.7, 0.2, -1.6], [0.4, 0.3, -0.2], [0.5, 0.8, 0.7], [-0.1, -2.4, -2.6], [-5.0, 0.6, 1.0], [0.8, 0.1, 1.0], [-2.9, 2.3, 1.4], [0.6, 0.3, 1.5], [0.9, 1.0, -0.2], [1.4, 1.0, -0.7], [1.8, -1.2, -0.9], [1.2, -0.5, 1.1], [1.3, -1.2, -1.4], [0.4, 0.4, -4.6], [-2.8, 2.9, 5.9], [-2.2, -1.6, 1.0], [-0.9, 3.3, 2.6], [-1.0, -0.1, 2.8], [-0.8, -0.4, -0.2], [2.7, -2.1, 2.5], [3.1, 0.6, -8.3], [-0.2, 0.2, -0.5], [1.0, -3.1, -1.7], [4.2, -3.1, 0.1], [-1.7, 3.1, -0.5], [2.4, -1.5, -1.9], [-3.0, 3.7, -0.2], [-0.8, 0.5, -1.3], [-3.6, 0.7, 1.4], [0.7, -0.4, -0.5], [0.7, -2.0, 0.7], [-2.0, 0.8, 1.5], [3.0, -1.8, 0.6]],
  "e_homo_ev": -8.9,
  "energy_ha": -3180.1075,
  "e_above_lowest_ev": 0.000,
  "e_lumo_ev": -0.21,
  "gap_ev": 8.689,
  "largest_force_ev_per_a": 9.78
}